[1]
Molecular formula: C27H35LaN2O2P3
Method: DFT, ωB97M-V/def2-TZVPD

Values from the calculation:
**HOMO-LUMO gap (spin up / spin down)**: 8.69 / 6.25 eV
**Relative energy (zero: lowest compared OMol25 entry of this formula, charge and spin)**: 13.7 kJ/mol
**2S+1**: 2
**Total charge**: +2
**M**: 651.4 g/mol
**F_max**: 2.01 eV/A
**LUMO energy (spin up / spin down)**: -5.6 / -8.0 eV
**<S²>**: 0.783

Cartesian coordinates (Å):
La: -0.7114 0.7379 -1.3002
P: -2.8117 -1.5206 -0.7891
P: -0.2433 3.7556 -1.5984
P: 0.3892 -0.0374 2.2763
O: 0.2443 0.4645 0.8244
O: -1.6527 0.3920 -3.3617
N: 0.3679 -1.3364 -1.9415
N: 1.3975 1.1114 -2.5434
C: -1.3594 -0.4681 -5.6767
C: 1.3132 3.5850 -2.4817
C: 0.1607 1.2253 4.7491
C: 0.8956 2.6255 2.9058
C: -1.8611 -2.1464 -2.3183
C: -3.5955 -2.2122 2.9635
C: -1.2978 0.6855 -4.6699
C: 0.4990 1.3674 3.3930
C: 4.0888 -2.7596 2.6813
C: 0.2099 2.3254 5.6106
C: 1.8465 -1.0860 2.4361
C: -0.4147 -2.3571 -2.0786
C: 0.5841 3.5782 5.1128
C: 3.1640 -2.9760 1.6517
C: -2.3037 -0.1750 2.8364
C: 0.9227 3.7269 3.7631
C: -3.5268 -0.8181 3.0022
C: 2.0539 -2.1381 1.5218
C: -2.4331 -2.9638 2.7657
C: 2.1349 -0.0317 -3.0470
C: 1.8811 2.3356 -2.7711
C: -1.1293 -0.9253 2.6570
C: 1.6984 -1.3940 -2.5268
C: -2.1079 1.9361 -4.9410
C: 3.9189 -1.6855 3.5619
C: 2.8117 -0.8409 3.4306
C: -1.2012 -2.3228 2.6150
H: 0.2127 4.6550 -0.5863
H: 0.6128 4.4408 5.7802
H: -3.5618 -2.6585 -0.4288
H: 3.2966 -3.8112 0.9597
H: -1.9745 -1.3734 -3.0920
H: -0.2295 0.9732 -4.6881
H: -0.1400 0.2518 5.1356
H: -3.8690 -1.2471 -1.6791
H: -1.8994 2.4403 -5.8835
H: 2.8395 2.3878 -3.2955
H: 2.6820 -0.0031 4.1167
H: 4.9446 -3.4276 2.7915
H: 4.6441 -1.5054 4.3592
H: -4.5507 -2.7156 3.0929
H: -1.8853 2.6492 -4.1460
H: -0.1166 -3.4143 -2.1447
H: 2.4196 -1.7230 -1.7630
H: 3.1942 0.0990 -2.8029
H: -2.4837 -4.0525 2.7275
H: -4.4294 -0.2242 3.1610
H: -2.3645 -0.8945 -5.7226
H: -3.1622 1.6604 -4.8995
H: 1.2145 4.7056 3.3742
H: -1.1111 -0.1616 -6.7046
H: 1.7122 -2.1108 -3.3708
H: -0.2948 -2.9097 2.4656
H: -0.6709 -1.2808 -5.3990
H: -2.2743 -3.0764 -2.7471
H: 1.3369 -2.3104 0.7139
H: 1.1740 2.7414 1.8567
H: -0.0467 2.1974 6.6638
H: 1.8889 4.4688 -2.7868
H: -2.2555 0.9154 2.8361
H: -0.8411 4.7129 -2.4658
H: 2.0558 -0.0563 -4.1415



[2]
Molecular formula: C14H19Br6NO6
Method: DFT, ωB97M-V/def2-TZVPD

Values from the calculation:
**HOMO-LUMO gap**: 8.34 eV
**Relative energy (zero: lowest compared OMol25 entry of this formula, charge and spin)**: 22.1 kJ/mol
**M**: 776.7 g/mol
**F_max**: 3.48 eV/A
**LUMO energy**: 0.0 eV

Cartesian coordinates (Å):
Br: -0.9117 -0.7684 -1.9972
Br: 0.3535 1.0543 1.0703
Br: -2.6539 1.9569 0.6081
Br: -0.0939 0.7650 -4.6467
Br: -2.7252 1.5337 -3.1271
Br: -1.6453 1.2887 3.5011
O: 1.8036 4.1918 -1.4218
O: 1.1933 -5.6413 4.6234
O: 1.7640 2.0230 -1.9832
O: 0.4680 -3.6613 3.6856
O: 1.2400 -5.2711 2.3945
O: 2.4261 3.5650 -3.4121
N: -4.2446 -1.7526 -0.4844
C: -3.7777 -2.8196 1.4176
C: 2.1469 5.4499 -2.0308
C: 0.9632 -3.0092 2.3996
C: -3.6177 -3.7375 0.3790
C: 0.8826 -4.2350 1.5453
C: 2.3425 -2.4696 2.5115
C: 2.6116 4.9866 -3.3996
C: 0.9977 -4.9662 3.6742
C: -0.8932 0.8696 -2.8639
C: -1.4501 0.8469 1.6592
C: 1.9362 3.1826 -2.2478
C: -3.9386 -3.0822 -0.7580
C: 3.2528 6.0102 -1.1031
C: -4.1904 -1.6266 0.8287
H: -3.4873 -2.9518 2.4468
H: -1.7914 -0.2151 1.5309
H: 1.6141 -4.2776 0.7022
H: 3.5904 7.0117 -1.5250
H: -3.9445 -3.4764 -1.7301
H: -4.4274 -1.1314 -1.2490
H: 2.6232 -2.1077 1.5105
H: 4.1181 5.3636 -1.1293
H: -0.1591 -4.4296 1.1698
H: -3.2036 -4.7480 0.3059
H: -0.3781 1.5585 -2.2359
H: 3.0427 -3.2416 2.7521
H: 2.9642 6.1274 -0.0546
H: 0.3181 -2.2514 2.1138
H: 3.7244 5.1332 -3.7082
H: 2.5196 -1.6978 3.2432
H: 1.2315 6.0465 -2.0289
H: 1.9896 5.3916 -4.2795
H: -4.5841 -0.7875 1.3430



[3]
Molecular formula: C37H29N5O4PPdS
Method: DFT, ωB97M-V/def2-TZVPD

Values from the calculation:
**HOMO-LUMO gap (spin up / spin down)**: 7.09 / 5.08 eV
**Relative energy (zero: lowest compared OMol25 entry of this formula, charge and spin)**: 0.0 kJ/mol
**2S+1**: 5
**Total charge**: +3
**M**: 777.1 g/mol
**F_max**: 0.73 eV/A
**LUMO energy (spin up / spin down)**: -8.4 / -11.2 eV
**<S²>**: 6.039

Cartesian coordinates (Å):
Pd: 1.0250 -0.7030 0.2626
S: 4.8478 -3.5454 0.0487
P: -0.1513 3.4431 0.0489
O: -3.4180 -7.0175 -0.1541
O: -2.7296 0.5113 -0.0559
O: -0.5284 0.5967 -0.3410
O: -3.4461 -5.5272 -1.7785
N: 1.7608 0.1761 2.1654
N: 0.0236 -1.8385 1.8007
N: 2.7347 -2.1366 0.0260
N: 0.7956 -4.1004 -2.3929
N: 0.4281 -2.1096 -1.4641
C: -0.5633 5.0275 2.2851
C: 2.9637 1.6504 3.6018
C: -2.8380 -3.5123 0.2235
C: 1.4222 6.8337 1.5129
C: 0.0570 3.8518 -1.6706
C: -2.6806 -3.5874 -3.6454
C: 3.6094 -3.9968 -1.0213
C: -1.6932 2.5777 0.4224
C: 3.9024 -2.2391 0.5953
C: -1.6692 1.1025 0.0008
C: 0.7046 7.0272 2.6905
C: 1.2842 -3.1427 -1.6035
C: 2.5532 -3.1420 -0.9019
C: -2.4006 -4.8351 0.2121
C: 0.1352 4.8375 1.0787
C: 1.5960 -0.0676 4.5406
C: 1.2688 -0.4507 3.2547
C: -0.2833 6.1244 3.0750
C: -2.8741 -2.3118 -3.0813
C: 2.4639 1.0068 4.7176
C: 0.3665 4.4739 -4.3493
C: -1.8946 -1.7117 -2.3387
C: -3.1377 -5.8184 -0.6493
C: -0.6660 -2.4302 -2.1771
C: -1.4562 -4.3086 -3.5137
C: 0.3354 -1.5618 2.9978
C: 0.5945 2.9059 -2.5483
C: -2.0704 -2.5276 0.8169
C: 2.5858 1.2033 2.3396
C: -0.8601 -2.8824 1.4019
C: -0.4363 -4.2041 1.4499
C: -0.4814 -3.6991 -2.7892
C: -0.3318 5.1124 -2.1405
C: 0.7525 3.2218 -3.8858
C: -0.1799 5.4123 -3.4830
C: 1.1503 5.7439 0.7118
C: -1.2204 -5.1869 0.8569
H: 4.2571 -1.5576 1.3547
H: 0.8681 1.9271 -2.1751
H: 0.4895 4.7205 -5.3954
H: 3.6410 2.4882 3.6914
H: -2.3876 -1.4904 0.7840
H: -3.8240 -1.8154 -3.2231
H: -0.8858 -6.2175 0.8667
H: -3.7706 -3.2534 -0.2606
H: -1.9032 2.6189 1.4912
H: 3.7230 -4.8456 -1.6779
H: 1.7033 5.5975 -0.2073
H: -0.0867 -2.1074 3.8411
H: -2.0377 -0.7546 -1.8518
H: -0.8419 6.2889 3.9862
H: -1.3447 4.3446 2.5894
H: 0.9143 7.8879 3.3115
H: 2.7396 1.3288 5.7128
H: -0.4878 6.3797 -3.8553
H: 0.5078 -4.4573 1.9171
H: 2.1866 7.5410 1.2220
H: -1.3527 -5.2915 -3.9523
H: 1.1747 2.4992 -4.5704
H: -0.7555 5.8462 -1.4668
H: -3.4870 -4.0551 -4.1944
H: 2.9589 1.6855 1.4441
H: -2.5154 3.0859 -0.0881
H: 1.2463 -4.9710 -2.6336
H: -3.2603 -7.0732 0.7986
H: 1.1802 -0.5957 5.3885



[4]
Molecular formula: C2H6B2S3
Method: DFT, ωB97M-V/def2-TZVPD

Values from the calculation:
**HOMO-LUMO gap**: 9.55 eV
**Relative energy (zero: lowest compared OMol25 entry of this formula, charge and spin)**: 10.9 kJ/mol
**M**: 147.9 g/mol
**F_max**: 2.10 eV/A
**SMILES string**: CB1SSB(C)S1
**LUMO energy**: 0.4 eV

Cartesian coordinates (Å):
S: -2.0497 -0.6695 0.3765
S: 0.8108 0.1442 -0.6304
S: -1.0317 0.2351 1.9595
C: 1.6390 1.0656 2.0794
C: -1.1211 -0.9962 -2.4989
B: -0.8275 -0.5701 -1.0130
B: 0.5664 0.4714 1.1630
H: -0.5295 -1.7367 -2.9995
H: 2.5088 0.4846 1.8260
H: -1.1450 -0.0542 -3.0318
H: 1.9019 2.1072 1.9836
H: 1.4043 0.8651 3.1164
H: -2.1269 -1.3466 -2.3310



[5]
Molecular formula: C4H8F8MgNO6S2
Method: DFT, ωB97M-V/def2-TZVPD

Values from the calculation:
**HOMO-LUMO gap**: 5.14 eV
**Relative energy (zero: lowest compared OMol25 entry of this formula, charge and spin)**: 1120.5 kJ/mol
**Total charge**: -1
**M**: 406.5 g/mol
**F_max**: 4.21 eV/A
**LUMO energy**: -2.1 eV

Cartesian coordinates (Å):
S: -0.0890 1.8111 -1.9456
S: 2.0941 1.3253 -0.6831
Mg: -0.7175 -2.4861 1.1855
F: -2.5918 1.8939 -0.5912
F: 0.9802 -4.1532 3.7203
F: 1.3141 3.6835 0.0829
F: -2.4123 3.1421 -2.3812
F: 2.4401 2.8495 1.6617
F: -1.3385 3.8969 -0.7126
F: 3.4694 3.7353 -0.1156
F: -3.5344 -4.0238 0.4758
O: 0.6881 2.8674 -2.6066
O: 2.7627 1.4341 -1.9622
O: 1.1577 -4.8897 -2.0088
O: 2.6285 0.2576 0.1461
O: -0.6092 0.8659 -2.9087
O: -2.2949 0.4049 3.7860
N: 0.3787 1.0789 -0.5810
C: 2.3878 3.0064 0.3072
C: 0.8711 -5.4647 -3.2608
C: -1.7193 2.7273 -1.3168
C: -1.9072 1.6029 4.3658
H: -0.0974 -5.0150 -3.4800
H: -3.0112 0.1934 4.3892
H: 0.7543 -6.5483 -3.2721
H: -1.4882 2.1378 3.5135
H: -2.6461 2.1905 4.9108
H: -1.2170 1.3961 5.1837
H: 2.1048 -4.7534 -1.9316
H: 1.6424 -5.1663 -3.9708



[6]
Molecular formula: C3H4N2O3
Method: DFT, ωB97M-V/def2-TZVPD

Values from the calculation:
**HOMO-LUMO gap (spin up / spin down)**: 8.05 / 8.04 eV
**Relative energy (zero: lowest compared OMol25 entry of this formula, charge and spin)**: 654.5 kJ/mol
**M**: 116.1 g/mol
**F_max**: 5.12 eV/A
**LUMO energy (spin up / spin down)**: 0.0 / 0.0 eV

Cartesian coordinates (Å):
O: -0.6704 -1.1969 -2.6443
O: 0.4579 1.6097 1.7565
O: -1.0999 -0.6828 2.0178
N: 0.4868 0.4097 0.8910
N: 0.5652 0.2619 -1.4288
C: -0.2216 -0.6707 0.9990
C: -0.4512 -0.0821 -2.0170
C: 1.0963 0.7054 -0.3280
H: -0.0142 -1.9720 -2.7797
H: 1.9180 1.3424 -0.2696
H: -0.5071 1.7972 1.8646
H: -1.5599 -1.5217 1.9384



[7]
Molecular formula: C4H6O
Method: DFT, ωB97M-V/def2-TZVPD

Values from the calculation:
**HOMO-LUMO gap**: 8.22 eV
**Relative energy (zero: lowest compared OMol25 entry of this formula, charge and spin)**: 277.1 kJ/mol
**M**: 70.1 g/mol
**F_max**: 0.87 eV/A
**LUMO energy**: -0.4 eV

Cartesian coordinates (Å):
O: -2.3395 -1.2347 -0.0665
C: -0.7452 0.5398 -0.1748
C: 0.7164 0.8225 -0.3031
C: -1.2207 -0.7997 -0.2892
C: 0.9635 -0.3157 0.5689
H: 1.1676 0.8196 -1.2922
H: 0.9184 1.7524 0.2277
H: -0.3650 -1.4656 -0.5390
H: -1.4457 1.3571 0.0453
H: 1.4920 -1.1958 0.1837
H: 0.8582 -0.2800 1.6392



[8]
Molecular formula: C12H24BrF12N2O16S4V
Method: DFT, ωB97M-V/def2-TZVPD

Values from the calculation:
**HOMO-LUMO gap**: 5.91 eV
**Relative energy (zero: lowest compared OMol25 entry of this formula, charge and spin)**: 326.2 kJ/mol
**Total charge**: -2
**M**: 939.4 g/mol
**F_max**: 3.19 eV/A
**LUMO energy**: 2.5 eV

Cartesian coordinates (Å):
Br: 6.5543 0.1230 11.1983
V: 4.8061 2.2510 11.1271
S: 2.7317 5.2529 11.1394
S: 2.4475 -0.4307 10.5469
S: 6.0690 6.5483 7.0605
S: 4.1929 1.5010 14.5342
F: 6.8339 4.0840 7.5117
F: 0.7735 4.4819 9.4436
F: 6.7184 2.3800 14.8593
F: 6.0237 5.0713 9.2778
F: 0.9336 1.3037 9.1616
F: 1.4877 6.5097 9.1933
F: 5.1056 3.8315 15.3819
F: -0.1198 0.4167 10.8896
F: 8.0324 5.5430 8.6382
F: 0.1581 -0.7752 9.1722
F: 2.6172 4.7350 8.4765
F: 5.6528 2.2129 16.7185
O: 1.7818 1.4780 4.9724
O: 1.6412 5.4773 12.0233
O: 6.4266 7.8613 7.5893
O: 5.9967 3.2428 11.5982
O: 4.0601 2.0829 13.2239
O: 4.7041 0.1662 14.6658
O: 2.0784 -1.3084 11.6296
O: 4.6572 2.2940 9.5537
O: 3.0471 0.8301 10.9635
O: 3.3297 3.9142 11.1731
O: 3.0146 1.6621 15.3575
O: 6.6143 6.2377 5.7231
O: 11.4792 1.3866 11.9517
O: 3.7920 6.2615 11.2047
O: 4.6559 6.2308 6.9963
O: 3.1871 -0.9843 9.4029
N: 3.9534 -0.0850 5.7533
N: 9.6287 0.1725 9.9582
C: 1.8971 5.2757 9.4501
C: 4.1666 2.2633 6.6085
C: 5.5313 2.5673 15.4346
C: 0.8379 0.7960 4.1626
C: 10.0010 1.6424 10.1400
C: 0.7745 0.1856 9.9072
C: 8.8861 2.4490 9.5299
C: 10.2313 1.9678 11.6213
C: 11.5362 0.8827 13.2961
C: 3.3476 0.9305 6.6935
C: 1.8635 1.0731 6.3311
C: 6.7993 5.2134 8.2029
H: 7.9203 2.3405 9.9794
H: 3.7331 0.0762 4.7712
H: 9.0858 3.5208 9.5179
H: -0.2005 0.8402 4.5189
H: 10.1906 -0.4951 10.4835
H: 8.6485 0.0187 10.2693
H: 10.9443 1.7635 9.6112
H: 9.3840 1.5993 12.2067
H: 1.3374 1.8820 6.8380
H: 10.3435 3.0481 11.7285
H: 4.0089 2.6346 5.5946
H: 3.5782 -0.9860 6.0578
H: 11.2321 1.6872 13.9633
H: 9.5851 -0.1264 8.9856
H: 3.6257 2.8881 7.3165
H: 0.8234 1.3630 3.2357
H: 8.7826 2.1666 8.4775
H: 12.5547 0.5547 13.4994
H: 5.2139 2.1626 6.8764
H: 0.9815 -0.2896 4.1546
H: 3.4057 0.4715 7.6847
H: 4.9584 -0.1991 5.8704
H: 1.3882 0.1098 6.5501
H: 10.9420 -0.0316 13.3604